1.
{
  "formula": "C17H18N4O3S2",
  "method": "wB97M-V/def2-TZVPD",
  "total_charge": 0,
  "e_homo_ev": -8.64,
  "e_lumo_ev": -0.293,
  "de_lowest_kcal_mol": 34.9,
  "orbital_gap_ev": 8.348,
  "elements": ["C", "H", "O", "C", "O", "C", "H", "H", "H", "C", "N", "C", "O", "C", "C", "C", "N", "C", "C", "C", "C", "C", "C", "H", "H", "H", "H", "S", "C", "N", "N", "C", "C", "H", "H", "H", "S", "H", "H", "H", "H", "H", "H", "H"],
  "xyz": [[-1.066990, 1.633515, 5.514548], [-0.281880, 2.371745, 5.326635], [-1.913753, 1.486030, 4.390811], [-1.260592, 1.074844, 3.233838], [-0.401507, 2.065570, 2.711598], [-1.026206, 3.300933, 2.393623], [-1.767037, 3.564221, 3.151225], [-0.235670, 4.049411, 2.379553], [-1.503974, 3.262762, 1.410463], [-2.334522, 0.641103, 2.225554], [-1.703881, 0.240188, 0.993371], [-2.117123, -0.820796, 0.260906], [-3.099121, -1.477252, 0.529472], [-1.219338, -1.071645, -0.914598], [0.131142, -1.190701, -0.701664], [0.972470, -1.345335, -1.818824], [0.548419, -1.450880, -3.041418], [-0.776797, -1.405485, -3.276797], [-1.228298, -1.548937, -4.603644], [-2.565451, -1.484269, -4.882371], [-3.500552, -1.273862, -3.856672], [-3.093719, -1.126296, -2.558397], [-1.725453, -1.194543, -2.234266], [-3.810541, -0.981659, -1.765203], [-4.551480, -1.230487, -4.100432], [-2.912869, -1.596271, -5.898768], [-0.490177, -1.709373, -5.373144], [2.741787, -1.443035, -1.600911], [2.960190, -0.349817, -0.267793], [3.864665, -0.509500, 0.629691], [3.914945, 0.459910, 1.526471], [3.058074, 1.398829, 1.361159], [2.875875, 2.553855, 2.259952], [3.613957, 2.505107, 3.055565], [2.990740, 3.486730, 1.710074], [1.871850, 2.524303, 2.683014], [2.041003, 1.158436, -0.057734], [0.538590, -1.185524, 0.297881], [-0.875434, 0.752482, 0.727505], [-3.031926, 1.471059, 2.067319], [-2.895726, -0.206884, 2.622280], [-0.576765, 0.233066, 3.440577], [-1.703624, 1.970707, 6.328841], [-0.603116, 0.676816, 5.776459]],
  "forces_ev_per_angstrom": [[0.095, 0.039, 0.017], [-0.041, -0.020, 0.041], [-0.175, -0.051, -0.303], [-0.082, -0.492, -0.105], [0.107, -0.043, -0.012], [-0.057, 0.028, 0.038], [0.031, 0.067, -0.063], [-0.060, 0.032, -0.032], [-0.016, 0.032, 0.007], [0.015, 0.139, 0.407], [0.246, 0.302, 0.264], [0.203, 0.277, -0.016], [-0.265, -0.240, -0.042], [0.442, -0.237, -0.073], [-0.670, -0.077, 0.008], [0.203, -0.016, -0.044], [0.772, -0.028, -0.014], [-0.710, 0.051, 0.370], [-0.213, 0.004, -0.080], [0.255, -0.046, -0.094], [-0.081, 0.077, 0.262], [-0.222, 0.005, -0.129], [0.315, -0.052, -0.223], [-0.080, -0.007, 0.041], [-0.089, 0.009, 0.011], [0.002, -0.015, -0.088], [0.082, -0.008, -0.081], [-0.005, -0.202, -0.322], [-0.770, 0.868, -0.044], [0.059, -1.427, -1.024], [0.542, 1.002, 1.394], [-0.700, 0.102, -0.784], [-0.075, 0.204, 0.162], [0.039, 0.013, 0.023], [0.031, 0.084, 0.033], [0.008, 0.053, 0.076], [0.976, -0.528, 0.434], [-0.025, 0.017, 0.018], [-0.021, -0.114, -0.125], [-0.019, -0.095, 0.048], [0.046, 0.137, -0.008], [-0.173, 0.142, -0.009], [0.090, -0.017, 0.043], [-0.013, 0.032, 0.019]],
  "lowdin_charge": [-0.0689, 0.0914, -0.1250, -0.3994, -0.1712, -0.0697, 0.0981, 0.0912, 0.0913, -0.0816, 0.0959, -0.4443, 0.0915, -0.0567, -0.0672, -0.5849, 0.1063, -0.2130, -0.0104, -0.0722, -0.0688, -0.0093, -0.0859, 0.1114, 0.1048, 0.1042, 0.1134, 1.0053, -0.9185, -0.0567, -0.0107, -0.6273, -0.0757, 0.0867, 0.0822, 0.0542, 1.0363, 0.1083, 0.1113, 0.1349, 0.1383, 0.1709, 0.0938, 0.0956]
}



2.
{
  "formula": "C17H18N4O4",
  "method": "wB97M-V/def2-TZVPD",
  "total_charge": 0,
  "e_homo_ev": -7.48,
  "e_lumo_ev": -0.383,
  "de_lowest_kcal_mol": 96.9,
  "orbital_gap_ev": 7.101,
  "elements": ["N", "C", "O", "C", "C", "C", "C", "N", "C", "H", "C", "N", "C", "C", "C", "C", "C", "C", "H", "H", "O", "H", "H", "H", "C", "H", "C", "H", "H", "H", "H", "H", "H", "C", "C", "H", "H", "N", "O", "O", "H", "H", "H"],
  "xyz": [[-7.152439, 0.136878, 0.413888], [-6.286458, -0.903421, 0.379998], [-6.656197, -2.047203, 0.554108], [-4.856404, -0.571325, 0.120676], [-4.318163, 0.696904, 0.179418], [-2.962879, 0.918989, -0.071325], [-2.068314, -0.156269, -0.297771], [-0.722891, -0.009582, -0.326974], [0.133297, -1.033310, -0.888460], [0.319423, -1.838174, -0.164112], [1.467826, -0.414820, -1.305497], [2.151993, 0.114192, -0.151357], [3.519702, 0.009571, 0.003597], [4.116252, 0.055344, 1.265531], [5.489081, -0.027704, 1.406685], [6.307541, -0.171664, 0.296260], [5.725718, -0.218724, -0.965299], [4.358276, -0.121664, -1.109328], [3.941916, -0.128646, -2.103925], [6.364336, -0.320379, -1.828106], [7.667383, -0.266250, 0.393846], [7.927228, -0.211765, 1.320693], [5.925654, 0.011785, 2.396449], [3.512866, 0.146209, 2.154488], [1.294819, 0.550832, 0.920823], [1.778020, 1.373002, 1.455945], [-0.025641, 1.061136, 0.347472], [-0.647740, 1.436479, 1.166272], [0.171378, 1.896569, -0.338422], [1.089806, -0.256372, 1.644033], [1.278505, 0.370165, -2.052162], [2.079681, -1.192507, -1.769332], [-0.348098, -1.460138, -1.771274], [-2.659294, -1.434854, -0.416967], [-3.998034, -1.630501, -0.211856], [-4.424783, -2.619902, -0.276260], [-2.037233, -2.287514, -0.631497], [-2.593485, 2.284100, -0.240677], [-1.715068, 2.543325, -1.048686], [-3.221935, 3.130609, 0.372320], [-4.913008, 1.572008, 0.396013], [-6.888003, 1.081742, 0.207172], [-8.124652, -0.067135, 0.573590]],
  "forces_ev_per_angstrom": [[-0.280, 0.269, 0.048], [-0.016, 0.147, 0.013], [0.011, -0.231, -0.021], [0.378, -0.080, -0.064], [0.020, -0.124, -0.032], [-0.422, -1.161, 0.143], [-0.232, 0.245, 0.137], [0.043, -0.019, -0.165], [0.216, -0.212, -0.193], [-0.017, -0.032, -0.100], [-0.109, -0.063, -0.145], [-0.394, 0.058, -0.003], [0.245, 0.007, 0.043], [-0.158, 0.022, -0.076], [0.245, -0.014, -0.160], [-0.308, 0.031, 0.088], [0.301, -0.033, 0.251], [-0.083, -0.029, 0.079], [-0.057, 0.014, -0.107], [0.072, -0.006, -0.125], [0.219, -0.013, 0.007], [-0.047, -0.005, -0.118], [0.033, -0.003, 0.080], [-0.092, -0.001, 0.075], [-0.115, -0.019, 0.167], [-0.079, -0.048, 0.014], [0.398, 0.423, 0.143], [0.063, -0.012, -0.074], [0.035, -0.154, 0.264], [0.047, 0.108, 0.054], [0.013, -0.150, -0.073], [-0.078, 0.047, 0.007], [0.052, -0.012, 0.066], [0.034, 0.050, -0.061], [-0.172, 0.176, 0.055], [-0.009, -0.092, 0.007], [0.102, -0.070, 0.018], [0.234, 0.821, -0.239], [-0.193, 0.096, -0.067], [0.038, 0.134, 0.087], [-0.004, 0.010, 0.002], [-0.002, -0.064, -0.028], [0.069, -0.015, 0.003]],
  "lowdin_charge": [0.1709, -0.5111, 0.0575, -0.1334, 0.0550, -0.0865, -0.1414, -0.0640, -0.1294, 0.1368, -0.1376, -0.1060, -0.2330, -0.0270, -0.0291, -0.3340, -0.0145, -0.0224, 0.1033, 0.1173, 0.0409, 0.1010, 0.1127, 0.0992, -0.1444, 0.1298, -0.1288, 0.1382, 0.1233, 0.1321, 0.1354, 0.1237, 0.1303, 0.0094, 0.0053, 0.1233, 0.1047, -0.3623, 0.0636, 0.0709, 0.1169, 0.0898, 0.1136]
}